Record 1
Density functional theory data (the ωB97M-V functional and the def2-TZVPD basis) for C42H60AsFeIN3P2Si4 as an isolated structure at a distorted geometry.

```
114
Properties=species:S:1:pos:R:3:forces:R:3
Fe -0.0699 -0.8956 0.1825 0.438 -0.056 -2.334
C 4.1569 -1.6699 -0.2337 -0.362 0.013 -0.547
Si 3.1289 -1.0588 -1.7405 0.224 -0.183 0.002
C 4.3207 0.0872 -2.7112 -0.473 -0.168 0.300
C 2.7154 -2.4823 -2.9548 0.223 0.337 0.458
N 1.6253 -0.4404 -1.1879 0.324 0.312 -0.308
P 1.2985 1.0944 -0.7995 -0.824 0.418 1.247
C -0.1535 1.2064 0.1576 -0.060 0.762 -2.665
P -1.5661 0.9964 -0.8442 0.933 0.514 1.395
N -1.8219 -0.5603 -1.1788 -0.416 0.237 -0.325
Si -3.2637 -1.2376 -1.8168 -0.228 -0.233 -0.080
C -2.6921 -2.6436 -2.9774 -0.357 0.324 0.455
C -4.4325 -0.1033 -2.8291 0.589 -0.229 0.252
C -4.4202 -1.9020 -0.4280 0.487 0.069 -0.428
C -1.6265 2.0290 -2.3298 -0.035 -0.061 -0.062
C -1.6345 1.4650 -3.6002 -0.217 0.141 0.336
C -1.7083 2.2820 -4.7113 -0.135 0.179 -0.246
C -1.7672 3.6597 -4.5627 -0.019 -0.076 -0.008
C -1.6918 4.2261 -3.2976 -0.096 0.134 -0.124
C -1.6000 3.4150 -2.1859 -0.096 -0.231 -0.005
C -3.0378 1.5517 0.0990 -0.187 -0.181 -0.296
C -4.0171 2.4064 -0.3943 0.143 0.037 0.033
C -5.2106 2.5688 0.2868 -0.239 0.129 0.123
C -5.4571 1.8728 1.4593 -0.045 0.072 -0.047
C -4.4922 1.0114 1.9556 -0.031 -0.029 0.059
C -3.2980 0.8558 1.2779 0.266 -0.033 0.080
C 1.4653 2.1688 -2.2591 -0.021 -0.058 -0.075
C 1.6013 3.5520 -2.1432 0.064 -0.298 -0.015
C 1.7708 4.3236 -3.2760 0.098 0.185 -0.057
C 1.7702 3.7334 -4.5311 0.047 -0.115 -0.037
C 1.5798 2.3649 -4.6518 0.117 0.196 -0.185
C 1.4244 1.5865 -3.5220 0.177 0.131 0.267
C 2.6961 1.6353 0.2455 0.180 -0.073 -0.276
C 3.7922 2.3443 -0.2341 -0.126 0.069 0.039
C 4.9303 2.4794 0.5410 0.254 0.045 0.153
C 5.0015 1.8887 1.7933 0.076 0.071 -0.039
C 3.9125 1.1813 2.2801 0.064 0.017 0.074
C 2.7714 1.0584 1.5098 -0.200 0.015 0.176
H 4.5945 -2.6467 -0.4135 0.150 -0.291 -0.044
H 4.9699 -0.9828 -0.0162 0.106 0.209 0.015
H 3.5430 -1.7339 0.6619 -0.151 -0.004 0.126
H 5.0234 -0.5010 -3.2971 0.091 -0.240 -0.049
H 3.7853 0.7374 -3.3965 -0.037 0.069 -0.141
H 4.8967 0.7189 -2.0430 0.086 0.090 0.151
H 3.3212 -3.3597 -2.7547 0.181 -0.283 0.008
H 1.6717 -2.7690 -2.8822 -0.226 -0.010 0.025
H 2.9101 -2.1801 -3.9796 0.029 0.117 -0.206
H -2.5538 -2.2777 -3.9895 0.052 0.153 -0.227
H -1.7445 -3.0462 -2.6386 0.228 -0.059 0.084
H -3.4081 -3.4567 -3.0177 -0.239 -0.247 -0.059
H -3.9456 0.3347 -3.6937 0.061 0.057 -0.165
H -5.2965 -0.6593 -3.1830 -0.157 -0.252 0.013
H -4.7941 0.7118 -2.2099 -0.092 0.121 0.126
H -3.9918 -1.7650 0.5609 0.127 0.028 0.145
H -5.3673 -1.3714 -0.4416 -0.179 0.141 -0.025
H -4.6322 -2.9582 -0.5604 -0.089 -0.309 -0.038
H -1.5913 0.3885 -3.6931 0.018 -0.068 -0.043
H -1.7234 1.8526 -5.7035 0.001 -0.064 -0.080
H -1.8557 4.2959 -5.4324 0.040 0.034 -0.077
H -1.7084 5.3019 -3.1864 0.045 0.070 0.009
H -1.5075 3.8314 -1.1903 -0.033 0.077 0.031
H -3.8582 2.9322 -1.3249 -0.055 0.022 -0.037
H -5.9660 3.2348 -0.1053 -0.069 0.079 -0.066
H -6.3988 1.9979 1.9761 -0.061 -0.002 0.033
H -4.6806 0.4414 2.8561 0.028 -0.001 0.052
H -2.5450 0.1650 1.6495 -0.169 0.031 0.011
H 1.5900 4.0069 -1.1605 0.003 0.034 0.037
H 1.9110 5.3925 -3.1875 -0.027 0.082 0.022
H 1.9138 4.3388 -5.4151 -0.013 0.060 -0.066
H 1.5610 1.9077 -5.6310 -0.024 -0.042 -0.098
H 1.2902 0.5143 -3.5918 -0.022 -0.037 -0.036
H 3.7654 2.7893 -1.2189 0.044 -0.028 -0.026
H 5.7754 3.0380 0.1614 0.067 0.030 -0.040
H 5.9052 1.9741 2.3826 0.027 0.027 0.040
H 3.9665 0.7152 3.2558 -0.050 -0.046 0.035
H 1.9183 0.4897 1.8736 0.135 0.058 0.005
I 2.8968 -6.0131 -0.5043 -0.413 0.270 0.104
C 1.0587 -4.9874 -0.2555 0.173 -1.555 -0.168
C -0.1176 -5.7178 -0.0839 -0.106 1.285 -0.032
C -1.2862 -4.9565 0.0749 0.421 -1.168 -0.095
C -1.2272 -3.5903 0.0106 0.760 1.035 -0.331
N -0.0804 -2.8967 -0.2128 -0.150 -2.448 0.259
C 1.0544 -3.6222 -0.3103 -0.835 1.149 -0.091
H -0.1289 -6.7958 -0.0870 0.021 -0.061 0.083
H -2.2350 -5.4534 0.2299 -0.023 0.069 0.004
H -2.1121 -2.9795 0.1067 -0.060 0.014 0.081
H 1.9545 -3.0494 -0.4540 0.141 -0.009 0.050
C -0.5145 2.6693 2.9338 0.076 -0.690 0.044
Si -0.4068 0.9587 3.7906 -0.372 1.008 0.511
C -2.0497 0.8357 4.7971 0.609 -0.260 -0.292
C 0.9811 1.1915 5.1089 -0.334 -0.442 -0.543
As -0.2862 -0.9407 2.4059 0.210 -0.449 3.727
Si 0.8462 -2.3738 3.8849 -0.195 -0.683 0.620
C 0.9063 -4.1109 3.0816 -0.097 0.628 0.047
C -0.2120 -2.5906 5.4887 0.380 0.177 -0.655
C 2.6659 -2.0430 4.4465 -0.707 0.163 -0.384
H -0.6950 3.4666 3.6505 -0.041 0.012 0.413
H -1.3229 2.6813 2.2092 -0.046 -0.019 -0.162
H 0.4027 2.8968 2.3998 0.125 -0.014 -0.169
H -2.0130 1.4066 5.7200 0.121 0.211 0.194
H -2.2723 -0.1979 5.0538 -0.032 -0.144 0.026
H -2.8731 1.2201 4.2053 -0.150 0.063 -0.181
H 0.8068 2.0824 5.7056 -0.220 0.212 0.016
H 1.9565 1.2978 4.6448 0.203 0.001 -0.156
H 1.0259 0.3460 5.7872 0.041 -0.209 0.177
H -0.0317 -4.3102 2.5711 -0.184 -0.056 -0.082
H 1.0768 -4.9132 3.7918 0.076 -0.086 0.295
H 1.6987 -4.1516 2.3424 0.227 -0.022 -0.169
H -1.2315 -2.8395 5.2058 -0.164 -0.025 -0.103
H -0.2516 -1.6677 6.0579 -0.020 0.231 0.139
H 0.1529 -3.3748 6.1447 0.228 -0.197 0.110
H 3.3037 -1.9178 3.5753 0.115 0.049 -0.202
H 3.0717 -2.8658 5.0311 -0.125 -0.241 0.084
H 2.7465 -1.1425 5.0465 -0.013 0.213 0.095
```
Positions in Å, forces in eV/Å.

Output
Multiplicity = 5
HOMO-LUMO gap (alpha / beta) = 5.019 / 6.113 eV
Total charge = -1
LUMO (alpha / beta) = 1.9243 / 1.9215 eV

=====

Record 2
Density functional theory data (the ωB97M-V functional and the def2-TZVPD basis) for a 2-piece molecular cluster, C34H61F2Si4 overall at a distorted geometry.

```
101
Properties=species:S:1:pos:R:3:forces:R:3
C 3.8626 -2.9923 -0.6262 -0.077 -0.059 0.054
C 3.2838 -3.3574 0.7383 -0.059 0.126 0.014
C 3.0281 -2.1439 1.6328 0.103 0.146 -0.101
C 2.5425 -2.5021 3.0555 0.002 -0.014 0.321
Si 0.8185 -1.9109 3.5816 0.024 -0.222 -0.637
C 0.9817 -0.7778 5.0696 -0.085 0.244 0.170
C 0.0732 -0.9484 2.1612 -0.136 0.235 0.083
C -0.3776 -3.2969 3.9853 -0.166 0.162 0.259
Si -0.0766 -4.2616 5.5759 0.047 -0.582 -0.707
H -0.1512 -3.2945 6.7986 -0.084 -0.671 -0.572
C -1.3301 -5.6857 5.5049 0.012 -0.047 0.312
Si -3.1359 -5.2563 5.8037 0.069 -0.191 -0.159
C -4.1162 -6.8154 6.1190 -0.067 -0.091 0.129
C -3.2407 -4.1823 7.3339 -0.132 0.066 0.278
C -3.8573 -4.3096 4.3404 0.193 0.039 0.194
C -5.1219 -4.8967 3.7169 -0.113 0.179 -0.199
C -5.5399 -4.0766 2.4920 0.025 -0.248 0.213
C -6.7767 -4.6368 1.8146 -0.046 0.044 -0.066
C 1.6258 -5.0510 5.4698 0.179 0.333 -0.129
Si 2.2219 -6.2810 6.7609 0.146 -0.211 -0.137
C 2.4423 -7.9949 6.0189 0.070 -0.025 -0.098
C 3.9017 -5.6640 7.3081 0.151 -0.024 0.139
C 1.0723 -6.4641 8.2519 -0.086 0.139 -0.124
C 1.5511 -5.8328 9.5683 -0.134 0.018 0.056
C 1.3316 -6.7485 10.7724 0.107 0.337 -0.017
C 1.8002 -6.0904 12.0633 -0.126 -0.211 0.091
H 4.0525 -3.9013 -1.2027 0.025 0.141 -0.035
H 3.1731 -2.3641 -1.2009 0.096 -0.060 0.084
H 4.8076 -2.4522 -0.5169 -0.077 -0.034 -0.041
H 2.3510 -3.9153 0.5930 0.055 -0.018 0.105
H 3.9851 -4.0197 1.2565 -0.096 -0.063 -0.012
H 3.9753 -1.5948 1.7265 -0.180 -0.030 -0.126
H 2.3251 -1.4618 1.1319 0.240 -0.175 0.057
H 2.6266 -3.5856 3.2343 0.052 0.280 -0.088
H 3.2247 -2.0174 3.7684 -0.032 -0.262 0.036
H 0.0348 -0.2489 5.2491 0.157 -0.084 -0.036
H 1.2431 -1.3094 5.9913 0.022 -0.034 -0.105
H 1.7600 -0.0267 4.8877 -0.117 -0.038 0.002
H -0.9550 -0.6473 2.4054 0.193 -0.013 -0.110
H 0.6640 -0.0444 1.9742 -0.152 -0.051 -0.106
H 0.0480 -1.5408 1.2368 -0.017 0.122 0.209
H -1.3909 -2.8554 4.0175 0.288 -0.060 0.022
H -0.3988 -4.0182 3.1453 0.086 0.171 0.346
H -1.2690 -6.1247 4.4867 0.157 0.290 0.369
H -1.0426 -6.4953 6.1999 -0.107 0.257 -0.173
H -5.1519 -6.5655 6.3811 0.126 -0.108 -0.052
H -4.1374 -7.4834 5.2497 0.016 0.112 0.154
H -3.6781 -7.3655 6.9621 -0.106 0.040 -0.144
H -4.2840 -3.8912 7.5159 0.151 -0.031 0.011
H -2.8802 -4.7249 8.2176 -0.043 0.075 -0.082
H -2.6444 -3.2690 7.2354 -0.075 -0.110 -0.064
H -4.0820 -3.2916 4.6945 0.086 -0.051 -0.163
H -3.0868 -4.2085 3.5622 -0.159 -0.001 0.125
H -4.9685 -5.9456 3.4187 -0.018 0.229 0.077
H -5.9476 -4.8918 4.4452 0.165 -0.082 -0.114
H -5.7229 -3.0436 2.8111 0.069 -0.045 -0.079
H -4.7014 -4.0568 1.7843 -0.091 0.064 0.067
H -7.0292 -4.0396 0.9375 -0.123 -0.089 -0.003
H -6.6061 -5.6677 1.4916 -0.063 0.074 -0.001
H -7.6309 -4.6307 2.4991 0.047 -0.017 -0.115
H 1.6775 -5.5717 4.4919 -0.148 0.275 0.286
H 2.3901 -4.2527 5.4238 -0.206 -0.227 -0.018
H 2.7247 -8.7099 6.8041 -0.052 0.137 -0.139
H 1.5282 -8.3715 5.5432 0.118 0.070 0.074
H 3.2443 -8.0026 5.2664 -0.219 0.014 0.131
H 4.2610 -6.2384 8.1721 0.091 0.153 -0.174
H 4.6324 -5.7702 6.4920 -0.196 0.059 0.227
H 3.8498 -4.6024 7.5894 0.101 -0.212 -0.009
H 0.0854 -6.0485 8.0106 0.067 -0.248 0.000
H 0.9378 -7.5486 8.3780 -0.059 0.201 0.062
H 2.6094 -5.5379 9.5219 -0.229 -0.090 0.086
H 0.9751 -4.9049 9.7344 0.219 -0.082 0.033
H 0.2656 -6.9878 10.8384 0.052 -0.111 0.001
H 1.8704 -7.6916 10.6191 -0.090 0.110 -0.032
H 1.7049 -6.7855 12.9025 0.059 0.190 -0.007
H 2.8456 -5.7868 11.9789 -0.008 -0.014 0.078
H 1.2046 -5.1982 12.2880 0.070 -0.074 0.010
F 2.7432 2.6773 7.0633 -1.179 -1.307 1.150
C 1.9674 1.7429 7.7077 0.978 0.853 -1.119
C 2.6005 0.7943 8.5104 -0.249 -0.108 0.326
C 1.8270 -0.2475 8.9927 -0.035 -0.206 -0.490
C 0.4275 -0.3497 8.6925 0.580 -0.112 -0.239
C -0.2262 -1.5610 9.0552 -0.195 1.497 1.659
C -1.5954 -1.7128 9.4427 -0.642 -0.655 -0.414
C -1.8595 -2.5889 10.5422 0.196 -0.160 -0.412
C -3.1484 -2.8822 10.9510 0.069 0.349 -0.034
C -4.1970 -2.2579 10.2720 -1.134 -0.650 0.263
F -5.4810 -2.6380 10.5713 1.753 0.716 -0.269
C -4.0037 -1.3166 9.2631 0.371 0.044 -0.079
C -2.7105 -1.0867 8.8138 -0.006 -0.026 0.589
C -0.1799 0.7704 8.0596 0.103 0.283 -0.211
C 0.5906 1.7747 7.4898 -0.268 -0.347 0.482
H 3.6602 0.8763 8.7453 -0.268 0.005 -0.155
H 2.2758 -1.0078 9.6370 -0.026 0.126 -0.412
H 0.4414 -2.3652 9.3779 -0.143 0.169 -0.067
H -1.0080 -3.0171 11.0784 -0.324 -0.042 -0.237
H -3.3459 -3.5626 11.7793 0.006 0.196 -0.294
H -4.8535 -0.7958 8.8313 0.109 -0.290 -0.048
H -2.5595 -0.4488 7.9522 -0.145 -0.184 0.075
H -1.2606 0.8571 8.0105 0.325 -0.074 -0.238
H 0.1389 2.5712 6.9046 0.157 -0.099 0.181
```
Positions in Å, forces in eV/Å.

Output
HOMO-LUMO gap = 5.751 eV
Total charge = +1
LUMO = -5.9330 eV

=====

Let's list energy relative to the best compared isomer or geometry (same formula, charge and spin) in order: 1.419 0.000 eV.